Record 1
{"formula": "C5H13NO2", "method": "wB97M-V/def2-TZVPD", "orbital_gap_ev": 9.8, "spin_multiplicity": 1, "e_above_lowest_kcal_mol": 45.8, "fmax_ev_per_a": 0.94, "homo_energy_ev": -8.9, "elements": ["C", "C", "N", "C", "C", "O", "C", "O", "H", "H", "H", "H", "H", "H", "H", "H", "H", "H", "H", "H", "H"], "xyz": [[-1.38778, -2.12867, -1.16129], [-0.74056, -1.63869, 0.10532], [-0.82644, -0.16427, 0.24202], [0.42171, 0.51101, 0.63226], [0.02712, 1.77200, 1.40846], [0.93156, 2.83804, 1.13995], [1.35417, 0.83627, -0.54254], [1.94301, -0.31692, -1.13659], [-0.97176, -1.68466, -2.06871], [-2.43476, -1.82523, -1.19391], [-1.35144, -3.20653, -1.30393], [-1.21785, -2.12579, 0.93770], [0.31325, -1.88114, 0.11520], [-1.08209, 0.20302, -0.66356], [1.04106, -0.18994, 1.20049], [-0.00674, 1.55371, 2.47851], [-0.99681, 2.02586, 1.12503], [0.57900, 3.64726, 1.53145], [0.87021, 1.42278, -1.33501], [2.19867, 1.39687, -0.17450], [1.33645, -1.04496, -1.33637]], "lowdin_charge": [-0.103, -0.279, -0.027, -0.315, -0.208, -0.076, -0.213, -0.069, 0.071, 0.076, 0.075, 0.103, 0.090, 0.098, 0.148, 0.116, 0.113, 0.092, 0.128, 0.115, 0.063]}

Record 2
{"formula": "C5H13NO2", "method": "wB97M-V/def2-TZVPD", "orbital_gap_ev": 9.5, "spin_multiplicity": 1, "e_above_lowest_kcal_mol": 70.5, "fmax_ev_per_a": 3.66, "homo_energy_ev": -8.7, "elements": ["C", "C", "N", "O", "H", "H", "H", "H", "H", "H", "H", "C", "C", "C", "O", "H", "H", "H", "H", "H", "H"], "xyz": [[0.58996, -1.54058, -1.31828], [-1.13196, -1.00161, -1.08818], [-1.63325, -1.28047, 0.18483], [-1.86309, -1.55248, -2.10668], [0.58603, -1.71689, -2.39389], [1.56072, -1.04644, -1.26158], [0.60168, -2.53144, -0.86145], [-1.05377, 0.07225, -1.25496], [-1.65990, -2.26880, 0.40988], [-1.11409, -0.77016, 0.90053], [-2.16238, -2.43568, -1.85768], [0.95576, 1.94878, -0.21053], [0.75487, 1.34762, 0.96439], [0.50464, 2.08891, 2.24424], [0.73038, 0.00352, 1.13018], [0.96294, 3.02292, -0.28747], [1.19456, 1.40020, -1.10820], [-0.46129, 1.80226, 2.66013], [0.51595, 3.16296, 2.08768], [1.27062, 1.82673, 2.97319], [0.85160, -0.53158, 0.19383]], "lowdin_charge": [-0.045, -0.464, 0.061, -0.001, 0.053, 0.051, 0.057, 0.126, 0.089, 0.070, 0.103, 0.036, -0.487, -0.034, -0.059, 0.053, 0.048, 0.083, 0.078, 0.084, 0.098]}

Record 3
{"formula": "C5H13NO2", "method": "wB97M-V/def2-TZVPD", "orbital_gap_ev": 9.7, "spin_multiplicity": 1, "e_above_lowest_kcal_mol": 62.0, "fmax_ev_per_a": 0.62, "homo_energy_ev": -8.9, "elements": ["C", "N", "O", "C", "C", "C", "C", "O", "H", "H", "H", "H", "H", "H", "H", "H", "H", "H", "H", "H", "H"], "xyz": [[2.21422, 0.11197, 0.11741], [1.02753, -0.41574, -0.52759], [1.05491, -1.84553, -0.38282], [-0.25756, 0.10159, -0.03969], [-0.31826, 1.60444, -0.31891], [-0.50227, -0.18905, 1.44702], [-1.34358, -0.59260, -0.90060], [-2.63673, -0.08290, -0.70145], [2.27906, -0.13627, 1.18216], [2.23349, 1.18976, -0.01214], [3.07831, -0.31765, -0.38978], [1.23885, -2.18424, -1.26830], [0.20952, 2.17534, 0.44013], [0.11277, 1.81631, -1.29381], [-1.35986, 1.91642, -0.32733], [0.22300, 0.33532, 2.06432], [-1.49349, 0.14786, 1.74246], [-0.41362, -1.25763, 1.63346], [-1.11419, -0.41726, -1.95421], [-1.32184, -1.67272, -0.70964], [-2.91026, -0.28742, 0.19931]], "lowdin_charge": [-0.070, -0.198, -0.050, -0.536, -0.030, -0.024, -0.219, -0.058, 0.085, 0.081, 0.087, 0.105, 0.078, 0.091, 0.083, 0.076, 0.080, 0.086, 0.131, 0.120, 0.083]}

Record 4
{"formula": "C5H13NO2", "method": "wB97M-V/def2-TZVPD", "orbital_gap_ev": 4.4, "spin_multiplicity": 1, "e_above_lowest_kcal_mol": 171.9, "fmax_ev_per_a": 2.69, "homo_energy_ev": -7.9, "elements": ["C", "C", "C", "C", "N", "C", "O", "H", "H", "H", "H", "H", "H", "H", "H", "H", "H", "H", "H", "H", "O"], "xyz": [[-0.16623, -0.67675, -0.69264], [1.22517, -0.94965, -0.38769], [2.03543, -0.01678, 0.25755], [3.17421, -0.20882, 0.97987], [-1.03275, -1.34911, 0.25810], [-2.45181, -0.81510, 0.20550], [-2.50637, 0.49073, -0.04979], [-0.44599, -0.91163, -1.72939], [-0.39567, 0.39671, -0.62279], [1.44801, -2.01518, -0.46033], [-1.60801, 1.33492, 0.62258], [1.68029, 1.00974, 0.19549], [3.59105, 0.64019, 1.49561], [3.51344, -1.22559, 1.14099], [-0.65416, -1.12087, 1.17643], [-2.92325, -1.45054, -0.55618], [-2.88525, -1.03938, 1.19103], [0.01621, 2.17964, -2.65017], [-0.09374, 1.42070, -2.67225], [-0.49550, 2.48235, 0.91911], [-1.02508, 1.82445, 1.37898]], "lowdin_charge": [-0.295, 0.061, -0.120, 0.163, -0.007, -0.394, -0.211, 0.143, 0.065, 0.136, -0.027, 0.115, 0.084, 0.086, 0.101, 0.101, 0.118, 0.047, 0.023, -0.013, -0.176]}

Record 5
{"formula": "C5H13NO2", "method": "wB97M-V/def2-TZVPD", "orbital_gap_ev": 9.1, "spin_multiplicity": 1, "e_above_lowest_kcal_mol": 96.4, "fmax_ev_per_a": 1.77, "homo_energy_ev": -8.2, "elements": ["C", "C", "N", "O", "H", "H", "H", "H", "H", "H", "H", "C", "C", "C", "O", "H", "H", "H", "H", "H", "H"], "xyz": [[0.64138, -1.23754, -0.86466], [1.16559, -2.47348, -0.17437], [1.52404, -0.34504, -1.42943], [-0.45121, -1.55031, -1.66295], [-0.58730, -0.81999, -2.27916], [0.11633, -0.48726, 0.11136], [1.25739, 0.69115, -1.02431], [2.46843, -0.48813, -1.08921], [1.64606, -3.12705, -0.90517], [0.34354, -3.02434, 0.27896], [1.89492, -2.20802, 0.59065], [-2.41819, 1.56711, 1.21230], [-0.25350, 0.78188, 0.71468], [0.59533, 1.71216, 0.10995], [-1.60312, 0.77728, 0.36262], [-0.07061, 0.50867, 1.75901], [-2.33874, 1.24452, 2.25823], [-3.44502, 1.43030, 0.87601], [-2.14803, 2.62804, 1.15015], [1.48224, 2.03770, 0.63654], [0.18047, 2.38234, -0.63120]], "lowdin_charge": [-0.576, -0.026, 0.060, 0.005, 0.104, 0.117, 0.065, 0.087, 0.084, 0.084, 0.081, -0.094, -0.312, -0.047, -0.177, 0.134, 0.088, 0.089, 0.090, 0.067, 0.079]}

Record 6
{"formula": "C5H13NO2", "method": "wB97M-V/def2-TZVPD", "orbital_gap_ev": 8.8, "spin_multiplicity": 1, "e_above_lowest_kcal_mol": 52.7, "fmax_ev_per_a": 2.92, "homo_energy_ev": -8.1, "elements": ["C", "C", "O", "O", "H", "H", "H", "H", "C", "C", "H", "H", "H", "H", "C", "N", "H", "H", "H", "H", "H"], "xyz": [[-2.48793, -0.39360, 1.57885], [-2.01289, 0.00641, 0.20992], [-1.79156, 1.15631, -0.12760], [-2.26170, -0.95012, -0.71023], [-3.42409, 0.11604, 1.79004], [-2.63971, -1.46629, 1.63159], [-1.76217, -0.06786, 2.31437], [-2.09400, -0.59826, -1.59876], [1.13427, -0.84354, 0.75768], [1.89689, -1.65894, 0.02599], [0.01746, -0.90438, 0.72174], [1.52762, -0.34897, 1.63156], [1.50327, -2.22374, -0.81095], [2.95304, -1.75445, 0.21885], [1.58175, 1.25105, -1.59357], [1.12773, 1.39069, -0.21444], [2.67121, 1.26210, -1.60207], [1.18906, 2.02600, -2.26448], [1.26035, 0.27712, -1.95799], [0.09836, 1.47674, -0.19267], [1.51303, 2.24771, 0.19218]], "lowdin_charge": [0.013, -0.580, 0.056, 0.097, 0.097, 0.088, 0.089, 0.132, -0.118, -0.095, 0.043, 0.056, 0.040, 0.038, -0.179, -0.086, 0.071, 0.067, 0.055, 0.035, 0.082]}

Record 7
{"formula": "C5H13NO2", "method": "wB97M-V/def2-TZVPD", "orbital_gap_ev": 10.1, "spin_multiplicity": 1, "e_above_lowest_kcal_mol": 82.0, "fmax_ev_per_a": 4.14, "homo_energy_ev": -9.2, "elements": ["C", "C", "C", "C", "O", "H", "H", "H", "H", "H", "H", "H", "H", "C", "N", "O", "H", "H", "H", "H", "H"], "xyz": [[0.29965, 0.20997, 1.19498], [1.78741, 0.04623, 0.92969], [0.00206, 1.26699, 2.24255], [-0.48867, 0.77832, -0.23367], [-1.67168, 1.14902, -0.19258], [-0.13651, -0.73947, 1.52796], [0.27332, 1.28839, -0.83603], [1.97737, -0.72352, 0.17612], [0.41648, 0.97160, 3.21185], [2.22916, 0.97636, 0.56091], [2.31863, -0.24054, 1.84253], [0.43500, 2.23261, 1.96724], [-1.07570, 1.40649, 2.35436], [-0.80529, -1.26224, -1.46326], [0.14353, -1.03226, -2.51019], [-2.11154, -1.04543, -1.85350], [-2.40977, -0.23766, -1.36078], [0.12042, -1.81012, -3.16516], [-0.15318, -0.21347, -3.03478], [-0.69461, -2.28349, -1.08482], [-0.45607, -0.73778, -0.27341]], "lowdin_charge": [-0.374, -0.090, -0.090, -0.282, -0.040, 0.129, 0.133, 0.076, 0.082, 0.081, 0.082, 0.086, 0.078, -0.387, 0.036, -0.030, 0.087, 0.078, 0.081, 0.127, 0.138]}

Record 8
{"formula": "C5H13NO2", "method": "wB97M-V/def2-TZVPD", "orbital_gap_ev": 10.3, "spin_multiplicity": 1, "e_above_lowest_kcal_mol": 56.4, "fmax_ev_per_a": 3.68, "homo_energy_ev": -9.3, "elements": ["C", "C", "O", "C", "N", "O", "C", "C", "H", "H", "H", "H", "H", "H", "H", "H", "H", "H", "H", "H", "H"], "xyz": [[1.80909, 2.10439, 0.73376], [0.33296, 1.94511, 0.95132], [0.09675, 0.22757, 1.28362], [-0.12087, -0.38731, 0.09589], [1.04085, -1.09520, -0.43313], [-0.39204, 0.71993, -0.84862], [-1.36650, -1.28905, 0.15574], [-1.72837, -1.94718, -1.17300], [2.37329, 1.53538, 1.46783], [2.09458, 1.76497, -0.26041], [2.05952, 3.16663, 0.81598], [-0.26899, 2.56142, 0.28875], [-0.01140, 2.14517, 1.95850], [0.99292, -2.09635, -0.27641], [1.88319, -0.75666, 0.01523], [0.02833, 0.46267, -1.68259], [-2.18590, -0.66647, 0.51225], [-1.16807, -2.04271, 0.92142], [-0.89656, -2.53176, -1.56650], [-2.57298, -2.62400, -1.04413], [-1.99981, -1.19655, -1.91551]], "lowdin_charge": [-0.101, -0.067, -0.068, -0.682, 0.117, -0.063, -0.166, -0.098, 0.077, 0.072, 0.082, 0.102, 0.098, 0.079, 0.078, 0.100, 0.118, 0.115, 0.065, 0.070, 0.072]}

Repeat the sixth record exactly.
{"formula": "C5H13NO2", "method": "wB97M-V/def2-TZVPD", "orbital_gap_ev": 8.8, "spin_multiplicity": 1, "e_above_lowest_kcal_mol": 52.7, "fmax_ev_per_a": 2.92, "homo_energy_ev": -8.1, "elements": ["C", "C", "O", "O", "H", "H", "H", "H", "C", "C", "H", "H", "H", "H", "C", "N", "H", "H", "H", "H", "H"], "xyz": [[-2.48793, -0.39360, 1.57885], [-2.01289, 0.00641, 0.20992], [-1.79156, 1.15631, -0.12760], [-2.26170, -0.95012, -0.71023], [-3.42409, 0.11604, 1.79004], [-2.63971, -1.46629, 1.63159], [-1.76217, -0.06786, 2.31437], [-2.09400, -0.59826, -1.59876], [1.13427, -0.84354, 0.75768], [1.89689, -1.65894, 0.02599], [0.01746, -0.90438, 0.72174], [1.52762, -0.34897, 1.63156], [1.50327, -2.22374, -0.81095], [2.95304, -1.75445, 0.21885], [1.58175, 1.25105, -1.59357], [1.12773, 1.39069, -0.21444], [2.67121, 1.26210, -1.60207], [1.18906, 2.02600, -2.26448], [1.26035, 0.27712, -1.95799], [0.09836, 1.47674, -0.19267], [1.51303, 2.24771, 0.19218]], "lowdin_charge": [0.013, -0.580, 0.056, 0.097, 0.097, 0.088, 0.089, 0.132, -0.118, -0.095, 0.043, 0.056, 0.040, 0.038, -0.179, -0.086, 0.071, 0.067, 0.055, 0.035, 0.082]}